{
  "formula": "C11H30GaINO3S2",
  "method": "wB97M-V/def2-TZVPD",
  "elements": ["C", "C", "C", "N", "Ga", "I", "C", "C", "O", "C", "C", "H", "H", "H", "H", "H", "H", "H", "H", "H", "H", "H", "H", "H", "H", "H", "H", "H", "H", "C", "S", "O", "C", "H", "H", "H", "H", "H", "H", "C", "S", "O", "C", "H", "H", "H", "H", "H", "H"],
  "positions_angstrom": [[-1.760, 3.233, 0.690], [-0.752, 4.209, 0.068], [0.703, 3.769, 0.237], [1.039, 2.460, -0.303], [1.213, 0.997, 0.937], [3.270, 1.540, 2.513], [1.691, -0.712, -0.067], [0.541, -1.190, -0.945], [0.784, -0.781, -2.301], [-0.287, -1.130, -3.158], [-1.529, -0.253, -2.955], [-2.516, 3.771, 1.250], [-1.265, 2.553, 1.368], [-2.282, 2.672, -0.079], [-0.851, 5.172, 0.573], [-0.970, 4.395, -0.983], [1.313, 4.535, -0.264], [0.956, 3.834, 1.296], [0.456, 2.240, -1.102], [-0.073, 0.695, 1.852], [1.979, -1.479, 0.644], [2.526, -0.467, -0.720], [-0.419, -0.800, -0.595], [0.491, -2.284, -0.946], [-0.527, -2.187, -3.014], [0.074, -0.962, -4.171], [-1.196, 0.710, -2.577], [-1.998, -0.083, -3.922], [-2.248, -0.696, -2.277], [4.419, -4.921, -1.144], [3.094, -3.701, -1.199], [1.832, -4.460, -0.984], [3.204, -3.365, -2.959], [4.488, -5.286, -0.122], [4.188, -5.749, -1.816], [5.359, -4.447, -1.428], [3.059, -4.290, -3.519], [4.177, -2.926, -3.181], [2.418, -2.649, -3.196], [-3.727, -0.366, 3.234], [-4.353, 1.286, 3.573], [-4.058, 2.096, 2.366], [-3.089, 1.704, 4.783], [-4.347, -0.800, 2.453], [-2.694, -0.298, 2.889], [-3.794, -0.973, 4.137], [-2.104, 1.613, 4.324], [-3.177, 1.039, 5.643], [-3.258, 2.733, 5.095]],
  "lowdin_charge": [-0.13, -0.27, -0.39, -0.14, -0.05, 0.05, -0.30, -0.32, -0.19, -0.29, -0.07, 0.04, 0.01, 0.06, 0.09, 0.09, 0.09, 0.08, 0.02, -0.07, 0.03, 0.04, 0.09, 0.09, 0.11, 0.11, 0.07, 0.06, 0.07, -0.28, 0.81, -0.55, -0.25, 0.05, 0.05, 0.05, 0.06, 0.06, 0.04, -0.27, 0.79, -0.55, -0.27, 0.05, 0.05, 0.05, 0.06, 0.05, 0.05],
  "e_tot_ha": -3736.4489,
  "total_charge": -1,
  "e_lumo_ev": 2.41,
  "de_lowest_kj_mol": 20.6
}